No. 1
Here is a cluster of 2 separate species, C5H8N in total at a distorted geometry from OMol25. Energies are from the ωB97M-V functional and the def2-TZVPD basis.

As for the relative energy (zero: lowest compared OMol25 entry of this formula, charge and spin): 769.59 kJ/mol. The lowest unoccupied orbital energy is -5.823 eV. The calculated total energy comes out at -6790.1122 eV.

ORCA input file:
```
! RIJCOSX wB97M-V def2-TZVPD def2/J DEFGRID3
* xyz 1 1
C 3.336 -0.108 0.126
C 2.129 -0.125 -0.085
C -0.950 1.125 0.769
C -1.170 0.929 -0.713
C -0.212 0.116 -0.020
N -0.595 -1.345 -0.057
H 4.310 -0.403 0.387
H -0.303 1.877 1.036
H -1.750 0.636 1.348
H -2.021 0.490 -1.154
H -0.820 1.709 -1.331
H 0.246 -1.811 -0.388
H -1.203 -1.540 -0.792
H -0.996 -1.549 0.874
*
```

=====

No. 2
Here is a cluster of 12 separate species, C40H86F18N7O16PS4 in total at a distorted geometry from OMol25. Energies are from the ωB97M-V functional and the def2-TZVPD basis.

The lowest unoccupied orbital energy is -4.240 eV. The calculated total energy comes out at -187596.4283 eV.

ORCA input file:
```
! RIJCOSX wB97M-V def2-TZVPD def2/J DEFGRID3
* xyz 2 1
C 5.331 17.812 13.481
C 5.349 17.682 14.985
O 4.600 17.035 15.623
N 6.356 18.564 15.753
H 6.866 17.952 16.392
H 7.024 18.904 15.061
C 5.633 19.703 16.513
H 5.346 18.901 13.342
H 4.450 17.401 12.997
H 6.268 17.421 13.081
H 5.312 20.511 15.864
H 6.469 20.084 17.098
H 4.874 19.241 17.132
C -1.671 20.165 2.344
C -2.910 20.420 3.119
O -3.862 19.727 3.174
N -2.937 21.718 3.953
H -1.987 22.122 3.861
H -3.561 22.428 3.570
C -3.176 21.401 5.390
H -1.732 19.203 1.845
H -0.830 20.078 3.039
H -1.407 20.967 1.654
H -2.782 22.251 5.946
H -2.665 20.540 5.811
H -4.248 21.324 5.547
C -2.973 14.670 8.448
C -3.835 15.352 9.480
O -4.023 16.516 9.601
N -4.600 14.430 10.404
H -4.430 13.439 10.216
H -4.299 14.661 11.353
C -6.087 14.619 10.252
H -2.875 15.089 7.455
H -3.437 13.678 8.420
H -2.028 14.447 8.960
H -6.624 13.861 10.821
H -6.327 14.481 9.202
H -6.413 15.569 10.663
C -1.863 23.119 9.286
C -2.603 23.416 10.568
O -2.492 22.685 11.489
N -3.309 24.745 10.680
H -2.672 25.439 10.261
H -4.164 24.754 10.123
C -3.606 25.204 12.123
H -2.546 22.993 8.444
H -1.403 22.144 9.441
H -1.050 23.792 9.013
H -4.027 26.198 11.998
H -2.615 25.252 12.565
H -4.323 24.531 12.577
C -0.971 18.183 7.331
C 0.300 18.420 8.154
C 1.115 19.657 7.735
N 2.422 19.813 8.463
C 3.497 19.072 7.665
C 2.500 19.337 9.926
C 3.626 20.043 10.611
C 4.006 21.236 9.729
C 2.957 21.259 8.644
H -1.318 17.209 7.663
H -0.753 18.185 6.263
H -1.671 19.000 7.520
H 0.869 17.487 8.182
H 0.090 18.622 9.208
H 0.610 20.618 7.835
H 1.429 19.630 6.692
H 3.656 19.758 6.834
H 3.027 18.135 7.389
H 4.442 18.982 8.191
H 2.553 18.248 9.933
H 1.564 19.713 10.344
H 4.427 19.312 10.739
H 3.325 20.395 11.598
H 5.021 21.235 9.335
H 3.940 22.154 10.312
H 3.391 21.660 7.734
H 2.076 21.805 8.974
C 5.222 16.793 5.313
C 5.787 16.966 3.887
C 5.356 18.224 3.178
N 6.190 18.672 1.975
C 5.948 17.699 0.820
C 5.867 20.085 1.535
C 7.154 20.587 0.849
C 8.287 19.790 1.491
C 7.662 18.650 2.309
H 5.024 15.766 5.612
H 4.338 17.383 5.561
H 5.995 17.161 5.992
H 5.483 16.097 3.293
H 6.862 16.786 3.942
H 5.428 19.095 3.833
H 4.301 18.121 2.922
H 6.435 16.754 1.042
H 6.457 18.163 -0.023
H 4.884 17.569 0.649
H 5.023 19.965 0.855
H 5.574 20.758 2.332
H 7.109 20.609 -0.242
H 7.217 21.666 1.007
H 9.010 19.547 0.717
H 8.756 20.357 2.297
H 8.149 17.696 2.097
H 7.840 18.745 3.377
C 5.807 23.613 13.074
C 5.765 25.018 12.433
C 6.467 25.144 11.079
N 6.418 26.518 10.440
C 4.977 27.020 10.339
C 7.073 26.580 9.060
C 8.063 27.719 9.159
C 7.694 28.573 10.394
C 7.147 27.542 11.333
H 5.440 23.610 14.097
H 6.848 23.278 13.048
H 5.264 22.861 12.500
H 6.353 25.697 13.059
H 4.716 25.311 12.463
H 5.790 24.598 10.413
H 7.475 24.743 11.024
H 5.016 27.963 9.805
H 4.700 27.228 11.371
H 4.298 26.257 9.974
H 6.290 26.789 8.338
H 7.558 25.610 8.997
H 8.196 28.342 8.275
H 9.063 27.283 9.236
H 6.967 29.335 10.109
H 8.607 29.097 10.667
H 6.531 27.843 12.174
H 8.001 26.951 11.674
C 0.773 13.625 7.198
F -0.312 13.797 6.398
F 1.867 13.725 6.478
F 0.686 14.593 8.122
S 0.656 11.986 8.158
O -0.749 11.836 8.564
O 1.047 11.022 7.156
O 1.638 12.181 9.241
C 2.120 21.037 3.597
F 1.632 21.059 2.364
F 2.127 19.796 4.068
F 3.365 21.504 3.550
S 1.176 22.212 4.734
O -0.216 21.731 4.717
O 1.803 22.084 6.051
O 1.406 23.563 4.239
C 6.809 20.946 6.749
F 7.433 21.507 7.804
F 6.782 19.619 6.860
F 5.551 21.418 6.764
S 7.699 21.459 5.206
O 9.054 20.939 5.380
O 6.908 20.890 4.129
O 7.709 22.912 5.201
C 1.651 24.366 10.404
F 1.373 24.193 9.106
F 1.157 23.328 11.097
F 2.989 24.394 10.478
S 0.949 26.011 11.104
O 1.291 26.018 12.515
O 1.553 27.041 10.289
O -0.503 25.923 10.941
P 3.685 15.490 9.739
F 3.618 14.687 8.380
F 2.148 16.098 9.547
F 2.876 14.179 10.411
F 3.573 16.210 11.226
F 5.100 14.888 10.213
F 4.357 16.772 9.091
*
```

=====

No. 3
Here is a cluster of 3 separate species, C12H31F4N3O6PS2 in total from OMol25. Energies are from the ωB97M-V functional and the def2-TZVPD basis.

As for the relative energy (zero: lowest compared OMol25 entry of this formula, charge and spin): 0.00 kJ/mol. The lowest unoccupied orbital energy is -3.199 eV. The calculated total energy comes out at -71521.7281 eV.

ORCA input file:
```
! RIJCOSX wB97M-V def2-TZVPD def2/J DEFGRID3
* xyz 1 1
C -4.489 2.754 -1.458
C -4.339 1.705 -0.341
C -5.014 0.371 -0.689
C -5.331 -0.513 0.507
N -4.129 -1.047 1.195
N -3.512 -0.078 2.068
P -4.322 0.039 3.746
N -4.090 -1.305 4.452
C -2.016 -0.388 2.184
F -1.477 0.006 1.040
F -1.580 0.412 3.173
C -1.713 -1.896 2.492
F -1.194 -2.456 1.383
F -0.801 -1.934 3.479
H -3.608 3.392 -1.527
H -5.364 3.388 -1.290
H -4.616 2.264 -2.428
H -3.269 1.558 -0.135
H -4.804 2.110 0.578
H -5.973 0.588 -1.180
H -4.407 -0.186 -1.413
H -5.966 0.051 1.210
H -5.897 -1.402 0.214
H -4.387 -1.839 1.782
H -3.552 0.827 1.572
H -3.646 1.181 4.171
H -5.601 0.461 3.365
H -4.931 -1.833 4.666
H -2.605 -2.441 2.798
O -0.110 1.726 -2.136
S 0.460 0.900 -3.166
O -0.417 0.074 -3.934
O 1.607 0.024 -2.506
C 1.246 -0.701 -1.309
C 0.483 -1.979 -1.585
C 1.472 1.856 -4.233
H 0.688 -0.024 -0.661
H 2.196 -0.919 -0.826
H -0.482 -1.790 -2.052
H 0.325 -2.495 -0.638
H 1.058 -2.627 -2.245
H 2.143 2.464 -3.633
H 0.799 2.481 -4.816
H 2.020 1.179 -4.882
O 8.027 1.073 0.684
S 7.748 -0.274 0.288
O 7.952 -0.659 -1.073
O 6.253 -0.622 0.720
C 5.235 0.337 0.353
C 4.870 0.277 -1.115
C 8.568 -1.408 1.349
H 5.571 1.332 0.646
H 4.388 0.067 0.984
H 5.702 0.586 -1.745
H 4.024 0.938 -1.308
H 4.597 -0.739 -1.404
H 8.383 -1.123 2.380
H 9.627 -1.334 1.111
H 8.201 -2.409 1.138
*
```

=====

No. 4
Here is a structure of composition C20H37ClN3OPRu at a distorted geometry from OMol25. Energies are from the ωB97M-V functional and the def2-TZVPD basis.

As for the relative energy (zero: lowest compared OMol25 entry of this formula, charge and spin): 118.60 kJ/mol. The lowest unoccupied orbital energy (spin up / spin down) is -6.684 / -10.398 eV. The calculated total energy comes out at -52232.3206 eV.

ORCA input file:
```
! RIJCOSX wB97M-V def2-TZVPD def2/J DEFGRID3
* xyz 2 5
C 0.132 0.344 -6.794
C 1.516 0.838 -6.611
C -0.116 -1.086 -7.020
C -1.001 1.285 -6.688
Cl 0.107 0.259 -3.512
H -0.124 -1.316 -8.110
H -1.095 -1.398 -6.591
H 0.667 -1.715 -6.538
H 1.958 1.151 -7.582
H 2.170 0.053 -6.174
H 1.551 1.713 -5.924
H -1.252 1.717 -7.683
H -0.773 2.130 -5.999
H -1.909 0.778 -6.294
C 1.506 -1.641 0.226
C 0.789 -2.513 -0.636
C 1.107 -2.185 -1.994
H 0.130 -3.337 -0.320
C 2.031 -1.063 -1.964
C 2.204 -0.704 -0.591
H 2.811 0.124 -0.240
H 1.526 -1.679 1.299
H 0.834 -2.786 -2.871
H 2.571 -0.618 -2.803
C -2.189 0.650 -0.500
C -2.186 -0.589 0.192
C -2.117 -1.643 -0.775
H -2.233 -0.725 1.247
C -2.188 -1.051 -2.093
C -2.235 0.401 -1.911
H -2.349 1.153 -2.677
H -2.207 1.639 -0.046
H -2.054 -2.710 -0.569
H -2.322 -1.605 -3.004
Ru -0.152 -0.529 -1.572
C -0.740 3.141 2.996
N -0.636 1.921 3.807
C -0.433 2.189 5.235
P 0.133 0.597 3.117
O 0.172 0.699 1.611
N 1.647 0.288 3.745
C 1.862 -0.283 5.078
C 2.822 0.906 3.133
N -0.718 -0.672 3.838
C -2.142 -0.527 4.131
C -0.356 -2.033 3.431
H 0.173 3.753 3.052
H -1.577 3.729 3.380
H -0.938 2.879 1.948
H -1.065 3.051 5.489
H -0.748 1.336 5.848
H 0.617 2.445 5.457
H 2.529 -1.153 4.987
H 2.340 0.467 5.730
H 0.900 -0.599 5.507
H 3.319 0.202 2.452
H 2.549 1.809 2.567
H 3.528 1.182 3.924
H -2.769 -1.054 3.394
H -2.362 -0.943 5.123
H -2.414 0.528 4.133
H -0.793 -2.307 2.455
H 0.722 -2.152 3.370
H -0.733 -2.743 4.185
*
```

=====

No. 5
Here is a cluster of 2 separate species, C2H3F3O2 in total at a distorted geometry from OMol25. Energies are from the ωB97M-V functional and the def2-TZVPD basis.

As for the relative energy (zero: lowest compared OMol25 entry of this formula, charge and spin): 215.20 kJ/mol. The lowest unoccupied orbital energy is -0.350 eV. The calculated total energy comes out at -14367.7183 eV.

ORCA input file:
```
! RIJCOSX wB97M-V def2-TZVPD def2/J DEFGRID3
* xyz 0 1
C 0.323 -0.975 -0.400
C 0.138 0.547 0.188
O 0.649 1.416 -0.613
O -1.112 0.786 0.481
F -1.528 -1.659 -0.429
F 1.026 -1.838 0.221
F 0.905 0.413 1.350
H 0.468 -1.052 -1.508
H 0.745 2.301 -0.129
H -1.614 0.062 0.839
*
```

=====

No. 6
Here is a structure of composition C6H10O from OMol25. Energies are from the ωB97M-V functional and the def2-TZVPD basis.

As for the relative energy (zero: lowest compared OMol25 entry of this formula, charge and spin): 342.39 kJ/mol. The lowest unoccupied orbital energy is 0.906 eV. The calculated total energy comes out at -8427.6918 eV.

ORCA input file:
```
! RIJCOSX wB97M-V def2-TZVPD def2/J DEFGRID3
* xyz 0 1
C -0.086 -1.580 -1.642
C -0.170 -0.539 -0.552
C -0.647 -0.787 0.674
C -0.695 0.351 1.660
C 0.147 1.472 1.074
C 0.245 0.823 -0.948
O 1.548 0.971 -1.318
H 0.943 -1.681 -2.013
H -0.706 -1.287 -2.498
H -0.421 -2.558 -1.280
H -1.062 -1.757 0.939
H -0.344 0.043 2.657
H -1.732 0.699 1.796
H -0.165 2.486 1.351
H 1.224 1.364 1.221
H -0.182 1.693 -0.223
H 2.102 0.287 -0.897
*
```

=====

No. 7
Here is a cluster of 3 separate species, C16H33ClNO9PS2 in total at a distorted geometry from OMol25. Energies are from the ωB97M-V functional and the def2-TZVPD basis.

The lowest unoccupied orbital energy is -0.921 eV. Its SMILES is O=C=N[C@@H]1C[C@H](S)OS(=O)(=O)[C@@]1(CCCCl)[PH2]=O.COCCOC.COCCOC. The calculated total energy comes out at -80515.8817 eV.

ORCA input file:
```
! RIJCOSX wB97M-V def2-TZVPD def2/J DEFGRID3
* xyz 0 1
O 4.418 2.204 0.494
C 3.224 1.941 -0.059
N 2.152 1.483 -0.833
C 1.911 0.064 -0.343
C 2.573 -1.106 -1.277
C 1.818 -1.381 -2.703
S 2.214 0.021 -3.926
O 0.396 -1.721 -2.622
S -0.522 -0.602 -1.732
O -0.770 0.626 -2.632
O -1.888 -1.322 -1.403
C 0.330 -0.301 -0.114
C -0.355 0.762 0.912
C -1.297 1.917 0.251
C -2.850 1.491 -0.045
Cl -3.647 0.440 1.257
P 0.318 -2.008 0.829
O -1.145 -2.407 1.337
H 2.429 -0.023 0.729
H 3.670 -0.725 -1.554
H 2.746 -2.140 -0.723
H 2.356 -2.338 -3.177
H 1.707 1.245 -3.434
H -0.878 0.149 1.793
H 0.545 1.333 1.452
H -1.342 2.811 1.041
H -0.831 2.406 -0.726
H -3.033 1.003 -1.109
H -3.470 2.511 -0.070
H 1.215 -2.007 1.975
H 0.704 -3.088 -0.090
C -0.252 -8.801 -0.527
O -0.933 -8.126 0.525
C -0.041 -7.378 1.358
C -0.060 -5.889 1.000
O 0.472 -5.662 -0.310
C -0.550 -5.476 -1.283
H -0.991 -9.114 -1.268
H 0.482 -8.158 -1.020
H 0.249 -9.691 -0.129
H 0.976 -7.785 1.306
H -0.395 -7.494 2.388
H 0.585 -5.350 1.703
H -1.071 -5.474 1.087
H -0.964 -4.469 -1.190
H -1.352 -6.213 -1.183
H -0.103 -5.583 -2.275
C -1.252 8.459 1.868
O 0.079 8.084 1.525
C 0.440 6.810 2.066
C 0.338 5.706 1.008
O -1.018 5.499 0.601
C -1.312 6.131 -0.640
H -1.554 9.282 1.215
H -1.958 7.635 1.736
H -1.279 8.804 2.908
H -0.169 6.572 2.946
H 1.483 6.886 2.392
H 0.687 4.765 1.448
H 0.976 5.927 0.144
H -0.892 5.541 -1.459
H -0.920 7.151 -0.685
H -2.398 6.172 -0.756
*
```

=====

No. 8
Here is a structure of composition C14H20Cl3GeN3O5PPd at a distorted geometry from OMol25. Energies are from the ωB97M-V functional and the def2-TZVPD basis.

As for the relative energy (zero: lowest compared OMol25 entry of this formula, charge and spin): 3077.30 kJ/mol. The lowest unoccupied orbital energy (spin up / spin down) is 4.732 / 4.694 eV. The calculated total energy comes out at -136376.3597 eV.

ORCA input file:
```
! RIJCOSX wB97M-V def2-TZVPD def2/J DEFGRID3
* xyz -2 2
Pd -0.723 -1.400 -0.750
O -1.408 -4.967 1.302
C -1.180 -3.788 0.996
O -1.475 -3.283 -0.137
C -0.562 -2.969 2.189
C -0.981 -1.501 2.403
C -0.889 -1.185 3.906
C 0.644 -1.153 4.108
C 1.142 -1.356 2.661
O 0.118 -0.720 1.909
C 1.006 -2.820 2.235
C 1.781 -3.006 0.884
O 2.762 -3.767 0.959
O 1.438 -2.329 -0.129
H -0.900 -3.556 3.043
H -1.908 -1.207 1.915
H -1.394 -1.931 4.520
H -1.331 -0.206 4.104
H 1.009 -1.940 4.770
H 0.975 -0.187 4.494
H 2.111 -0.915 2.431
H 1.471 -3.493 2.952
Cl 0.048 0.876 -2.593
Ge 1.045 -1.014 -2.929
Cl 1.579 -0.201 -5.135
Cl -1.295 -1.633 -3.437
C -1.025 1.822 -3.061
N 1.157 1.674 -2.470
C 2.088 2.540 -2.068
N 1.078 3.174 -0.938
C -0.268 3.777 -1.582
N -1.465 2.966 -2.217
C -2.162 2.193 -1.027
P -0.982 0.885 0.097
C -0.419 0.401 -1.382
C 0.643 2.146 0.194
H -1.862 1.679 -3.743
H -0.403 2.754 -3.884
H 2.334 3.271 -2.849
H 2.969 2.073 -1.622
H 0.074 4.457 -2.362
H -0.703 4.329 -0.752
H -2.967 1.580 -1.437
H -2.580 2.896 -0.297
H -0.675 0.049 -2.998
H 0.225 0.690 -3.803
H 1.503 1.540 0.479
H 0.355 2.755 1.053
*
```